No. 1
{"formula": "C42H52AsN5O2Si2Ti", "method": "ωB97M-V with the def2-TZVPD basis set", "multiplicity": 3, "charge": 0, "homo_energy_ev": [-7.0, -7.2], "e_tot_ev": -155654.951, "lumo_energy_ev": [-0.7, -0.7], "species": ["Ti", "O", "C", "O", "C", "C", "C", "N", "C", "C", "C", "C", "C", "C", "C", "N", "C", "C", "C", "C", "C", "N", "H", "H", "H", "H", "H", "H", "H", "H", "H", "H", "C", "C", "C", "C", "C", "C", "C", "C", "N", "C", "C", "C", "C", "N", "C", "C", "C", "C", "C", "C", "C", "C", "H", "H", "H", "H", "H", "H", "H", "H", "H", "H", "H", "H", "H", "H", "H", "H", "H", "H", "H", "H", "H", "H", "H", "H", "C", "Si", "C", "C", "As", "Si", "C", "C", "C", "H", "H", "H", "H", "H", "H", "H", "H", "H", "H", "H", "H", "H", "H", "H", "H", "H", "H"], "coordinates": [[0.31181, -0.26081, 0.20949], [-0.76031, 6.73079, 1.77886], [-1.28865, 5.99843, 0.92475], [-2.15949, 6.14813, 0.05328], [-0.66042, 4.50858, 0.82964], [-0.51734, 3.90315, -0.45221], [0.07748, 2.66140, -0.49903], [0.42776, 1.94002, 0.58650], [0.24959, 2.50811, 1.75519], [-0.19186, 3.79807, 1.95349], [0.54210, 1.55494, 2.83904], [0.78558, 1.95067, 4.13423], [1.11377, 0.90339, 5.07155], [1.14196, -0.36418, 4.63150], [0.79617, -0.68450, 3.33639], [0.53251, 0.25210, 2.44434], [0.14553, 1.98514, -1.84703], [0.11093, 2.69053, -3.04270], [0.06198, 2.00129, -4.23579], [-0.03382, 0.61676, -4.18414], [0.03436, 0.00348, -2.97785], [0.13892, 0.63653, -1.81892], [-1.04796, 4.43110, -1.20166], [-0.24571, 4.33472, 2.91786], [0.58233, 2.93764, 4.52373], [1.41745, 1.16484, 6.06689], [1.49404, -1.12709, 5.30969], [0.76888, -1.73215, 2.97770], [0.09819, 3.71234, -2.99020], [0.15206, 2.48378, -5.17910], [0.05664, -0.02770, -5.05274], [-0.09408, -1.04926, -2.93143], [3.81258, 1.15786, 2.41666], [3.83683, 1.81375, 1.04769], [4.26070, 3.17586, 0.93393], [4.37741, 3.75157, -0.29522], [4.00835, 3.07513, -1.44582], [3.52936, 1.75187, -1.35937], [3.23160, 1.03907, -2.66162], [3.34437, 1.15722, -0.08059], [2.60747, -0.07687, 0.03311], [3.25446, -1.21644, -0.09526], [4.65318, -1.38862, -0.68017], [2.36995, -2.39432, 0.03428], [2.97964, -3.66290, 0.58807], [1.07236, -2.11814, -0.03127], [0.19399, -3.23643, -0.31861], [0.24834, -3.81342, -1.60767], [1.09521, -3.23128, -2.82032], [-0.64488, -4.80716, -1.95551], [-1.47494, -5.38968, -1.03016], [-1.44798, -4.90716, 0.25199], [-0.68294, -3.80039, 0.62970], [-0.67369, -3.32628, 2.10716], [2.90522, 1.32786, 3.00302], [4.63626, 1.60308, 3.01285], [4.01176, 0.09659, 2.46613], [4.56660, 3.64590, 1.84023], [4.77674, 4.77517, -0.46695], [4.15208, 3.45734, -2.44593], [2.54144, 1.62148, -3.28196], [2.71695, 0.09308, -2.46730], [4.11776, 0.79428, -3.22742], [5.13950, -0.43257, -0.92263], [4.54640, -1.91124, -1.65954], [5.22439, -2.01536, 0.04990], [3.54364, -4.32783, -0.18963], [2.22022, -4.34113, 0.99187], [3.66234, -3.49201, 1.45221], [0.32976, -2.78024, -3.47116], [1.59427, -3.96274, -3.41035], [1.86425, -2.48960, -2.52099], [-0.50965, -5.17842, -2.93869], [-2.07636, -6.20206, -1.29583], [-2.00100, -5.36227, 1.07563], [-1.21486, -3.96901, 2.81861], [-1.04892, -2.29349, 2.17678], [0.35152, -3.31251, 2.44573], [-2.94379, 0.32367, 3.62345], [-3.68973, 0.06799, 1.82064], [-4.69845, -1.52591, 2.05158], [-4.68129, 1.57587, 1.33846], [-2.13665, -0.37618, 0.14392], [-3.24987, -0.34531, -1.99216], [-5.10582, -0.70935, -1.83605], [-3.12418, 1.40119, -2.78843], [-2.62905, -1.82202, -3.04931], [-3.60259, 0.77436, 4.39504], [-2.02070, 0.92502, 3.48399], [-2.63677, -0.65561, 4.08853], [-4.12388, -2.37394, 2.43409], [-5.21622, -1.91938, 1.17611], [-5.53766, -1.27905, 2.80019], [-4.48159, 2.56848, 1.73735], [-5.77043, 1.40612, 1.36446], [-4.46302, 1.84146, 0.28069], [-5.44864, 0.10829, -1.10256], [-5.36249, -1.63029, -1.35372], [-5.81258, -0.68339, -2.67192], [-3.74649, 1.46141, -3.70055], [-2.16919, 1.79364, -3.18975], [-3.51049, 2.14861, -1.98483], [-2.55777, -1.65809, -4.13194], [-3.48800, -2.49360, -2.98662], [-1.83474, -2.43173, -2.57761]]}


No. 2
{"formula": "C42H52BrF4NO5", "method": "ωB97M-V with the def2-TZVPD basis set", "multiplicity": 1, "charge": 0, "smiles": "CCCC[C@@]1(CCO)OC(=O)[C@@](CC(=O)N(C)C)(OCCC)[C@@]1(C)Br.Fc1ccccc1.Fc1ccccc1.Fc1ccccc1.Fc1ccccc1", "homo_energy_ev": -9.2, "e_tot_ev": -137035.540, "lumo_energy_ev": 0.4, "species": ["C", "C", "C", "C", "C", "C", "C", "O", "O", "C", "O", "C", "C", "C", "O", "N", "C", "C", "O", "C", "C", "C", "C", "C", "Br", "H", "H", "H", "H", "H", "H", "H", "H", "H", "H", "H", "H", "H", "H", "H", "H", "H", "H", "H", "H", "H", "H", "H", "H", "H", "H", "H", "H", "H", "H", "H", "H", "F", "C", "C", "C", "C", "C", "C", "H", "H", "H", "H", "H", "F", "C", "C", "C", "C", "C", "C", "H", "H", "H", "H", "H", "F", "C", "C", "C", "C", "C", "C", "H", "H", "H", "H", "H", "F", "C", "C", "C", "C", "C", "C", "H", "H", "H", "H", "H"], "coordinates": [[-1.24784, -0.08841, -1.09892], [-0.76236, -1.16672, -0.09142], [0.72601, -1.47539, -0.38617], [1.65451, -1.51093, 0.85097], [2.24956, -0.10683, 1.24947], [3.71289, -0.25286, 0.77713], [4.62267, 0.95639, 0.64507], [5.15402, 1.41643, 1.89053], [1.45056, 0.86956, 0.54575], [0.69747, 1.67279, 1.35905], [-0.31528, 2.12385, 1.10797], [1.58781, 1.82472, 2.64543], [2.64262, 2.87107, 2.13293], [2.03140, 4.27561, 2.19294], [2.27606, 5.04440, 3.05777], [1.17627, 4.65679, 1.12168], [2.01640, 4.76428, -0.11630], [0.64649, 6.01030, 1.34360], [0.88810, 2.45657, 3.67259], [1.34410, 2.28345, 5.00109], [2.59534, 3.04073, 5.45160], [2.84741, 2.60604, 6.93081], [1.96336, 0.32771, 2.73036], [3.08203, -0.12302, 3.69084], [0.25204, -0.44717, 3.44065], [-1.96682, 0.59890, -0.65747], [-0.41734, 0.52392, -1.44178], [-1.66668, -0.56748, -1.98648], [-0.85582, -0.69941, 0.88818], [-1.38702, -2.04802, -0.12958], [0.75567, -2.50349, -0.76838], [1.14222, -0.87154, -1.18699], [1.14079, -2.01235, 1.67077], [2.45297, -2.19563, 0.56646], [3.65138, -0.64763, -0.23795], [4.24671, -1.00585, 1.34959], [5.49218, 0.60398, 0.06872], [4.21376, 1.75562, 0.02457], [5.51858, 2.28876, 1.69700], [3.54436, 2.93811, 2.72951], [2.91654, 2.74489, 1.09098], [1.48090, 5.30928, -0.88711], [2.91449, 5.34736, 0.12741], [2.23429, 3.74889, -0.44270], [0.01955, 6.23876, 0.47933], [0.01216, 6.09622, 2.21792], [1.46238, 6.74082, 1.33788], [1.47857, 1.24113, 5.29737], [0.53412, 2.63307, 5.64224], [3.50759, 2.78558, 4.91524], [2.42329, 4.10868, 5.50400], [3.43068, 3.39495, 7.40031], [1.88133, 2.57914, 7.43854], [3.35233, 1.64557, 6.99848], [3.59331, -1.02559, 3.37566], [2.61713, -0.37052, 4.64257], [3.74500, 0.71463, 3.89557], [-2.09907, 7.75459, -5.64274], [-1.92149, 7.02428, -4.52542], [-2.82573, 7.14874, -3.48898], [-2.64331, 6.39174, -2.34059], [-1.55833, 5.53104, -2.23933], [-0.65816, 5.42285, -3.28950], [-0.84036, 6.16951, -4.44482], [-3.66050, 7.83087, -3.58449], [-3.34808, 6.47379, -1.52364], [-1.41191, 4.94370, -1.34059], [0.18893, 4.75357, -3.20831], [-0.15345, 6.09228, -5.27757], [-3.65295, -2.02628, 0.24693], [-4.31385, -3.14113, 0.59973], [-5.64661, -3.27068, 0.25999], [-6.32045, -4.43224, 0.60771], [-5.65901, -5.44178, 1.29526], [-4.32235, -5.28975, 1.63848], [-3.64051, -4.13354, 1.28580], [-6.14395, -2.47175, -0.27432], [-7.36166, -4.55178, 0.33830], [-6.18730, -6.34817, 1.56347], [-3.80890, -6.07501, 2.17795], [-2.59512, -4.00045, 1.53388], [2.81179, -3.04073, -3.30999], [1.72688, -2.59870, -3.97771], [1.82050, -1.43696, -4.71822], [0.70347, -0.98574, -5.40689], [-0.48934, -1.69347, -5.33852], [-0.56513, -2.85748, -4.58504], [0.55108, -3.31818, -3.90308], [2.75726, -0.89557, -4.75220], [0.76390, -0.08049, -5.99679], [-1.36029, -1.33667, -5.87321], [-1.49465, -3.40830, -4.52675], [0.51335, -4.22568, -3.31786], [-1.34079, -5.33295, -2.54917], [-2.08190, -6.44944, -2.38363], [-3.17994, -6.38762, -1.55336], [-3.95125, -7.52486, -1.36902], [-3.60846, -8.70698, -2.01395], [-2.49574, -8.74983, -2.84506], [-1.72547, -7.61131, -3.03699], [-3.41976, -5.45664, -1.05597], [-4.81820, -7.48827, -0.72284], [-4.20904, -9.59562, -1.86763], [-2.22600, -9.67157, -3.34358], [-0.85844, -7.62141, -3.68500]]}